{"formula": "CH2OS2", "method": "ωB97M-V with the def2-TZVPD basis set", "symbols": ["C", "O", "S", "S", "H", "H"], "positions_angstrom": [[-0.612, 0.055, -0.081], [1.754, -1.351, 0.518], [1.194, -0.298, -0.333], [0.021, 1.853, 0.193], [-1.095, -0.124, -0.993], [-1.262, -0.134, 0.695]], "orbital_gap_ev": [7.6, 7.6], "homo_ev": [-9.358, -9.357], "spin_multiplicity": 1, "lumo_energy_ev": [-1.80, -1.80]}

***

{"formula": "CH2OS3", "method": "ωB97M-V with the def2-TZVPD basis set", "symbols": ["C", "O", "S", "S", "S", "H", "H"], "positions_angstrom": [[-0.361, 0.584, -0.255], [-2.387, 1.087, 1.488], [-1.047, 3.485, 0.676], [-1.718, 0.804, -1.418], [-1.484, 1.715, 0.509], [-0.831, -0.538, 0.867], [0.633, 0.889, -0.407]], "orbital_gap_ev": 8.6, "homo_ev": -9.426, "spin_multiplicity": 1, "lumo_energy_ev": -0.79}

***

Calculated F_max in order - 3.8 6.2 eV/Å
Calculated energy relative to the best compared isomer or geometry (same formula, charge and spin) in order - 2.4496 3.1915 eV
Calculated molecular weight in order - 94.2 126.2 g mol⁻¹